This record from the OMol25 dataset describes 8 unconnected molecules or ions with the total composition C39H71N9O5S at a distorted geometry. The level of theory is the ωB97M-V functional and the def2-TZVPD basis.

ORCA input file:
```
! RIJCOSX wB97M-V def2-TZVPD def2/J DEFGRID3
* xyz 0 1
C 0.9859 -1.9962 1.8558
C 0.8707 -0.8581 3.0142
O 0.6191 0.4501 2.4348
C 1.8298 1.1811 2.1446
C 1.4797 1.8137 0.6702
C 2.5615 1.4542 -0.4602
C 2.5715 -0.0869 -0.9261
N 1.2396 -0.6549 -1.2776
C 1.9969 2.5456 3.0544
O 2.9384 2.2397 4.1785
S 4.1260 1.3201 3.2470
O 5.1206 2.2078 2.5244
O 4.8059 0.4529 4.2774
O 3.1117 0.4980 2.1230
H 0.0252 -2.0123 1.2049
H 0.9914 -3.0257 2.3917
H 1.9380 -1.9030 1.2304
H 1.7216 -0.9010 3.7765
H -0.0923 -1.1381 3.6013
H 1.3386 2.9603 0.7969
H 0.4298 1.4223 0.3676
H 2.2723 2.0751 -1.3994
H 3.6037 1.7681 -0.0611
H 3.1320 -0.7135 -0.1254
H 3.2364 -0.1695 -1.8751
H 0.8444 -0.1783 -2.1241
H 0.5650 -0.5431 -0.4947
H 1.0095 3.0571 3.3091
H 2.6169 3.3401 2.4790
C -1.4341 -1.6619 -6.5592
C -0.0325 -1.9418 -6.0260
C 0.0012 -2.1266 -4.5077
C -0.4851 -0.8769 -3.8317
N -0.8824 0.1294 -3.2918
H -1.8392 -0.7279 -6.1588
H -1.4135 -1.5664 -7.6450
H -2.1214 -2.4748 -6.3010
H 0.6260 -1.1187 -6.3134
H 0.3549 -2.8446 -6.5035
H 1.0221 -2.3376 -4.1776
H -0.6327 -2.9674 -4.2090
C -3.3281 3.5811 2.9204
C -2.2932 3.2338 1.8552
C -2.6524 1.9737 1.0657
C -2.7393 0.7970 1.9953
N -2.8051 -0.1259 2.7251
H -3.4079 2.7944 3.6764
H -3.0458 4.5014 3.4386
H -4.3133 3.7308 2.4746
H -1.3176 3.1041 2.3367
H -2.2003 4.0753 1.1621
H -1.8898 1.7747 0.3080
H -3.6116 2.0995 0.5560
C 2.1161 -3.8598 -9.9138
C 3.5173 -4.1383 -9.3792
C 3.5493 -4.3211 -7.8601
C 3.0613 -3.0711 -7.1852
N 2.6790 -2.0899 -6.6571
H 1.7104 -2.9262 -9.5151
H 2.1369 -3.7652 -11.0023
H 1.4293 -4.6719 -9.6556
H 4.1772 -3.3135 -9.6674
H 3.9065 -5.0430 -9.8558
H 4.5694 -4.5311 -7.5280
H 2.9158 -5.1608 -7.5607
C -1.9332 -3.9728 0.2025
C -2.6562 -5.3037 0.0304
C -1.9609 -6.2337 -0.9666
C -1.9085 -5.5842 -2.3213
N -1.8691 -5.0739 -3.3829
H -1.9051 -3.4050 -0.7315
H -2.4474 -3.3540 0.9424
H -0.9047 -4.1270 0.5432
H -3.6830 -5.1103 -0.2971
H -2.7174 -5.8029 1.0020
H -2.5076 -7.1771 -1.0447
H -0.9427 -6.4582 -0.6369
C 3.9344 6.3838 7.1308
C 3.1565 6.9811 5.9626
C 1.9382 6.1425 5.5675
C 2.3789 4.7679 5.1465
N 2.7333 3.6803 4.8114
H 4.3449 5.4015 6.8819
H 4.7756 7.0287 7.3958
H 3.2959 6.2768 8.0132
H 3.8291 7.0850 5.1050
H 2.8240 7.9872 6.2342
H 1.4079 6.6178 4.7374
H 1.2434 6.0538 6.4072
C 5.3735 -2.0068 6.2169
C 5.4169 -2.5113 7.6556
C 6.7764 -3.1002 8.0399
C 7.0954 -4.2713 7.1544
N 7.3442 -5.1897 6.4599
H 5.5355 -2.8166 5.5005
H 4.3967 -1.5704 5.9967
H 6.1346 -1.2396 6.0472
H 4.6346 -3.2658 7.7907
H 5.1836 -1.6819 8.3302
H 6.7608 -3.4340 9.0808
H 7.5636 -2.3482 7.9368
C -6.2745 5.7470 6.8774
C -6.9959 4.4137 6.7105
C -6.3006 3.4808 5.7163
C -6.2496 4.1257 4.3605
N -6.2099 4.6316 3.2974
H -6.2488 6.3113 5.9415
H -6.7889 6.3672 7.6157
H -5.2451 5.5960 7.2172
H -8.0232 4.6049 6.3836
H -7.0554 3.9174 7.6837
H -6.8463 2.5366 5.6420
H -5.2818 3.2585 6.0458
C -5.5232 -0.6899 -11.1304
C -5.4846 -1.6096 -9.9144
C -4.5215 -1.1222 -8.8294
C -3.1245 -1.0592 -9.3770
N -2.0304 -1.0093 -9.8103
H -4.5510 -0.6381 -11.6276
H -6.2431 -1.0608 -11.8643
H -5.8190 0.3245 -10.8455
H -5.1986 -2.6153 -10.2395
H -6.4910 -1.6825 -9.4917
H -4.5397 -1.8054 -7.9760
H -4.8125 -0.1294 -8.4750
*
```

LUMO: 0.205 eV
HOMO-LUMO gap: 8.265 eV
molar mass: 778.12 g/mol